A 2-piece molecular cluster, C3H11N2S2 overall. Source: OMol25; level of theory: ωB97M-V with the def2-TZVPD basis set.

XYZ file:
```
18
Properties=species:S:1:pos:R:3:forces:R:3:mulliken_charge:R:1
C 1.03292 -0.85777 -2.61562 -0.393 -0.114 0.371 -0.731
N 1.01178 -1.04143 -1.15067 0.761 0.002 -0.338 -0.155
C -0.00823 -1.44945 -0.46228 -0.092 0.191 -0.094 0.209
N 0.01693 -1.79849 0.80706 -0.403 0.403 0.009 -0.315
H 1.66901 -1.61513 -3.06611 -0.015 -0.063 0.028 0.321
H 1.42280 0.12660 -2.85395 -0.138 0.088 -0.007 0.300
H 0.00922 -0.98304 -2.95928 0.086 0.155 -0.258 0.284
H 1.92349 -0.93470 -0.71597 -0.209 -0.158 0.220 0.284
H -0.96493 -1.48049 -0.97097 0.032 -0.273 -0.065 0.282
H 0.77182 -1.54719 1.41400 0.558 -0.105 0.151 0.234
H -0.85548 -1.95722 1.28102 -0.177 -0.129 -0.037 0.275
C -1.59249 1.84360 2.23887 -0.136 0.166 0.212 -0.544
S -0.07222 2.79829 2.02214 0.058 -0.163 -0.034 -0.029
S 0.27482 2.51015 0.02091 -0.037 0.050 -0.043 -0.153
H -2.42697 2.35788 1.76941 -0.013 -0.138 -0.136 0.321
H -1.80476 1.77276 3.30707 0.145 0.066 0.006 0.298
H -1.46273 0.84026 1.84405 -0.073 -0.041 -0.069 0.041
H 1.05502 1.41537 0.09033 0.049 0.065 0.083 0.079
```
Forces are in eV/Å.

Values from the calculation:
- Total charge: +1
- Max |F|: 0.8 eV/A
- Kohn-Sham gap: 8.42 eV
- HOMO level: -12.2 eV
- ΔE to the lowest compared entry with this formula, charge and spin: 14.9 kcal per mole

=====

A 2-piece molecular cluster, C3H12N2O overall. Source: OMol25; level of theory: ωB97M-V with the def2-TZVPD basis set.

XYZ file:
```
18
Properties=species:S:1:pos:R:3:forces:R:3:mulliken_charge:R:1
N -0.72172 2.46789 0.74974 0.449 0.202 0.492 -0.521
C -0.74922 1.31923 -0.11682 -0.692 0.132 -0.559 -0.505
C 0.53590 0.52029 -0.09819 0.346 0.122 -0.411 -0.427
C 0.52001 -0.56582 -1.18085 -0.001 0.559 0.341 -0.501
N 0.48719 0.04031 -2.52926 -0.606 -0.253 0.440 -0.564
H -0.89096 2.29833 1.72744 -0.141 -0.034 0.002 0.180
H -1.23701 3.25930 0.41002 -0.214 -0.021 0.095 0.202
H -1.60271 0.63386 0.02749 0.025 0.065 0.302 0.214
H -0.93422 1.75037 -1.10790 0.385 -0.374 -0.115 0.356
H 0.70957 0.06679 0.88235 -0.129 -0.002 0.060 0.231
H 1.35478 1.22432 -0.27402 0.049 -0.150 -0.030 0.255
H 1.39645 -1.20739 -1.08127 -0.007 -0.003 0.013 0.342
H -0.36320 -1.17619 -0.97722 -0.018 -0.235 -0.238 0.293
H -0.39624 -0.17298 -2.97815 -0.010 0.178 0.035 0.222
H 1.17214 -0.40157 -3.10278 0.563 -0.191 -0.420 0.225
H 0.62722 -3.93732 3.57675 0.090 -0.036 -0.021 0.322
H 0.18199 -2.79913 2.65666 0.060 0.007 -0.047 0.316
O -0.08996 -3.32029 3.41601 -0.150 0.036 0.061 -0.639
```
Forces are in eV/Å.

Values from the calculation:
- Total charge: 0
- Max |F|: 0.9 eV/A
- Kohn-Sham gap: 9.60 eV
- HOMO level: -8.9 eV
- ΔE to the lowest compared entry with this formula, charge and spin: 8.3 kcal per mole

=====

C25H41MnN3O2P as an isolated structure at a distorted geometry. Source: OMol25; level of theory: ωB97M-V with the def2-TZVPD basis set.

XYZ file:
```
73
Properties=species:S:1:pos:R:3:forces:R:3:mulliken_spin:R:1
Mn -0.38990 -0.14340 -0.24460 -0.406 -0.684 0.328 4.164
C 0.74390 3.16010 -2.79980 -0.015 -0.296 0.207 -0.003
C 0.90990 1.86150 -2.00150 1.579 0.106 -0.801 0.024
O -0.06910 1.53410 -1.22900 -0.902 0.243 0.331 0.062
C 2.09240 1.16660 -2.13760 -1.044 1.048 -0.367 0.006
C 2.45340 0.03450 -1.36140 0.094 -0.917 0.411 0.062
C 3.86860 -0.50250 -1.41050 -0.671 0.182 0.137 -0.003
N 1.58860 -0.50940 -0.51790 0.755 0.008 -0.286 -0.096
N 1.98540 -1.42400 0.33780 0.774 -0.557 0.329 -0.011
C 0.81070 -1.71830 1.15350 -0.221 0.102 -0.640 -0.028
O 0.31580 -0.59970 1.77940 -0.538 0.319 -0.094 0.080
C 1.02880 -2.88930 2.06110 0.114 -0.313 0.177 0.012
C 0.21530 -3.04640 3.18640 0.138 0.317 -0.240 -0.015
C 0.24100 -4.20890 3.92540 -0.004 -0.320 0.290 0.006
C 1.08800 -5.25120 3.56440 -0.034 -0.153 0.123 -0.007
C 1.91520 -5.09550 2.45950 0.094 -0.329 0.223 0.008
C 1.89440 -3.93070 1.72250 -0.006 0.292 -0.042 -0.014
H -0.12620 3.69890 -2.43010 -0.075 0.043 0.035 -0.002
H 0.60060 2.96070 -3.86440 -0.058 0.031 -0.065 0.003
H 1.62840 3.79020 -2.68430 -0.011 0.073 -0.080 0.001
H 2.82150 1.54770 -2.84720 -0.007 0.049 0.052 0.002
H 4.46020 0.02240 -2.16280 -0.030 0.079 -0.036 0.000
H 3.85390 -1.57080 -1.64620 0.055 -0.103 0.112 0.004
H 4.34310 -0.39660 -0.43160 0.096 -0.102 0.114 0.003
H -0.44040 -2.22670 3.44220 -0.044 0.133 -0.025 -0.003
H -0.40790 -4.31130 4.79360 0.056 -0.018 -0.066 0.001
H 1.10360 -6.17260 4.13900 0.004 0.016 -0.009 -0.001
H 2.58890 -5.89590 2.16990 0.011 -0.050 0.031 0.000
H 2.54660 -3.80570 0.87110 -0.015 0.106 -0.135 -0.003
C -3.51030 0.54540 2.58650 0.226 -0.064 -0.085 0.006
C -4.47380 0.97210 1.47890 0.317 -0.153 -0.330 0.009
C -4.17590 2.44620 1.21980 0.024 -0.031 -0.107 0.000
C -5.92990 0.83350 1.91680 0.194 -0.144 -0.227 -0.002
P -3.85360 0.03240 -0.12930 -1.392 0.041 0.060 0.082
N -2.34910 0.01550 -0.24770 0.039 0.028 0.011 -0.114
C -4.67170 -1.75930 -0.05750 0.309 0.338 -0.014 0.013
C -4.32590 -2.28190 1.33520 0.063 0.086 0.000 0.004
C -6.17120 -1.93480 -0.29720 0.207 0.265 -0.033 -0.001
C -3.86500 -2.60480 -1.04260 0.208 0.075 -0.074 0.011
C -4.68350 0.94930 -1.66490 0.352 -0.135 0.251 0.003
C -4.50000 -0.01500 -2.83350 0.043 -0.059 0.083 -0.003
C -3.77360 2.14580 -1.94680 0.178 -0.009 0.085 0.004
C -6.14760 1.37930 -1.61400 0.193 -0.136 0.224 -0.003
H -3.41800 1.33420 3.33570 -0.047 0.107 0.084 0.000
H -2.52180 0.37370 2.14430 0.018 -0.037 0.228 0.007
H -3.82780 -0.35740 3.09700 -0.002 -0.145 0.050 0.000
H -4.24650 3.01610 2.14960 -0.007 -0.022 0.135 0.000
H -4.87360 2.88890 0.51570 -0.054 0.090 -0.137 0.000
H -3.16220 2.53150 0.83590 0.120 0.203 -0.079 -0.001
H -6.12790 1.51750 2.74720 0.011 0.068 0.072 -0.001
H -6.15710 -0.17200 2.25980 -0.078 -0.121 0.038 0.000
H -6.61050 1.08370 1.10670 -0.181 0.038 -0.066 0.001
H -4.94400 -1.83310 2.10760 -0.027 0.061 0.111 0.000
H -3.27860 -2.06790 1.53780 0.138 -0.090 0.188 0.001
H -4.47690 -3.36320 1.38620 -0.004 -0.095 -0.085 0.000
H -6.75410 -1.29240 0.35720 -0.181 0.063 0.084 0.000
H -6.45570 -2.97190 -0.09170 0.027 -0.072 0.032 -0.001
H -6.45020 -1.72170 -1.32730 -0.050 0.044 -0.090 0.000
H -2.83010 -2.25050 -1.03760 0.034 -0.157 -0.068 0.010
H -4.25600 -2.55180 -2.05480 -0.008 0.029 -0.119 0.001
H -3.86830 -3.65470 -0.74400 -0.052 -0.116 0.094 -0.002
H -3.47870 -0.38980 -2.82360 0.090 -0.118 -0.141 0.002
H -4.67970 0.49060 -3.78620 -0.007 0.142 -0.031 0.000
H -5.19280 -0.84800 -2.77330 -0.053 -0.178 -0.040 0.000
H -2.74970 1.87050 -1.67830 0.108 0.151 -0.099 -0.002
H -4.05860 3.02950 -1.38240 -0.005 0.082 0.064 0.000
H -3.79690 2.40980 -3.00650 -0.073 -0.008 -0.133 0.000
H -6.79820 0.53770 -1.39220 -0.190 -0.093 0.035 0.001
H -6.44230 1.78340 -2.58790 0.007 0.027 -0.076 0.000
H -6.32180 2.15480 -0.87220 -0.047 0.091 0.096 0.000
C -0.28650 -2.20690 0.12990 0.399 -0.294 0.410 -0.253
H -1.06140 -2.74210 0.70440 -0.278 0.460 -0.328 0.007
H 0.16550 -2.94310 -0.56360 -0.256 0.484 -0.087 -0.030
```
Forces are in eV/Å.

Values from the calculation:
- Total charge: -2
- Max |F|: 1.8 eV/A
- Multiplicity: 5
- Kohn-Sham gap (alpha / beta): 3.21 / 3.36 eV
- HOMO level (alpha / beta): 1.2 / 1.0 eV

=====

> The lowest total charge belongs to which entry?

C25H41MnN3O2P

=====

> Which formula does entry 1 have?

C3H11N2S2

=====

> max |F| of number 1 (C3H11N2S2)?

0.8 eV/A

=====

> Among the records above, which one has the highest total charge?

C3H11N2S2